Record 1
{
  "formula": "C6H8N2O2",
  "method": "ωB97M-V with the def2-TZVPD basis set",
  "species": ["C", "N", "C", "O", "C", "C", "C", "C", "N", "H", "H", "H", "H", "H", "H", "O", "H", "H"],
  "xyz": [[-4.278068, -0.341792, 0.470946], [-2.866275, -0.621458, 0.327347], [-2.011145, 0.275795, -0.187901], [-2.336494, 1.410198, -0.531964], [-0.634610, -0.195241, -0.324588], [0.498027, -0.611823, -0.423088], [1.845416, -1.153549, -0.543584], [2.984978, -0.149064, -0.369790], [3.045390, 0.526150, 0.785834], [-4.440246, 0.517934, 1.135970], [-4.733359, -0.117485, -0.503805], [-4.764230, -1.223268, 0.900320], [-2.505890, -1.518020, 0.624440], [2.001378, -1.952540, 0.196272], [1.975497, -1.611938, -1.535359], [3.896874, -0.124248, -1.191521], [2.295644, 1.160807, 1.024236], [3.914073, 0.498176, 1.325622]],
  "atomic_forces_ev_per_a": [[-0.29, 0.19, 0.05], [-0.05, -0.69, 0.26], [0.09, 1.33, -0.52], [0.09, -0.88, 0.28], [1.09, -0.52, 0.05], [-1.10, 0.33, 0.26], [-0.08, -0.08, -0.68], [1.56, -1.03, -2.37], [0.02, 0.81, 2.02], [0.02, -0.22, -0.21], [0.13, -0.03, 0.28], [0.10, 0.21, -0.10], [-0.06, 0.27, -0.15], [-0.05, 0.28, -0.06], [-0.10, 0.21, 0.26], [-0.92, -0.42, 0.94], [0.13, -0.45, 0.43], [-0.57, 0.71, -0.74]],
  "e_tot_ha": -493.3743,
  "e_above_lowest_kcal_mol": 45.5,
  "orbital_gap_ha": 0.382,
  "e_lumo_ev": 0.6,
  "fmax_ev_per_a": 3.0
}

Record 2
{
  "formula": "C24H64N2O9",
  "method": "ωB97M-V with the def2-TZVPD basis set",
  "species": ["C", "O", "H", "H", "H", "H", "C", "O", "H", "H", "H", "H", "C", "O", "H", "H", "H", "H", "C", "O", "H", "H", "H", "H", "C", "O", "H", "H", "H", "H", "C", "O", "H", "H", "H", "H", "O", "H", "H", "C", "C", "C", "C", "C", "C", "N", "O", "C", "C", "C", "H", "H", "H", "H", "H", "H", "H", "H", "H", "H", "H", "H", "H", "H", "H", "H", "H", "H", "H", "C", "C", "C", "C", "C", "C", "N", "O", "C", "C", "C", "H", "H", "H", "H", "H", "H", "H", "H", "H", "H", "H", "H", "H", "H", "H", "H", "H", "H", "H"],
  "xyz": [[2.894014, -3.954503, 1.196568], [3.192764, -3.545542, 2.523011], [3.380037, -3.336100, 0.442248], [3.133982, -5.009166, 1.049711], [1.849684, -3.837687, 0.896671], [2.385210, -3.695856, 3.022187], [5.283777, -0.766234, 2.872094], [4.329801, -0.958767, 1.856189], [5.483801, -1.684782, 3.424591], [6.253125, -0.355766, 2.584186], [4.871037, -0.007277, 3.543035], [3.889261, -1.786914, 2.083667], [-0.527853, -1.938017, -5.092455], [-0.558056, -1.094278, -3.983185], [-1.105533, -1.534616, -5.928978], [0.429689, -2.019265, -5.615945], [-0.987563, -2.906690, -4.887677], [-0.032569, -1.459336, -3.261395], [4.416017, 2.475552, 1.866945], [4.362666, 1.616699, 0.750015], [3.767926, 2.124206, 2.673058], [5.411726, 2.530694, 2.316755], [4.156766, 3.488109, 1.559007], [4.342648, 0.692299, 1.034389], [4.849398, -2.512867, -2.469475], [3.791237, -3.313400, -1.912890], [5.596722, -2.362424, -1.689083], [5.361763, -3.043331, -3.273848], [4.413897, -1.591920, -2.849901], [4.210977, -4.113988, -1.588270], [1.777835, -0.995536, -1.167319], [1.625063, -1.676188, -2.393919], [2.174089, -1.634336, -0.376014], [2.440126, -0.128150, -1.211679], [0.796497, -0.658404, -0.833635], [2.242841, -2.415294, -2.322759], [2.140142, 0.246700, -4.740124], [1.490346, 0.141103, -5.437852], [1.742391, -0.180819, -3.975010], [-5.260042, -2.293957, -0.613979], [-4.033457, -1.358964, -0.475291], [-4.326583, -0.441197, 0.719691], [-4.144201, -1.184567, 2.066892], [-2.762971, -1.756521, 2.086678], [-2.416255, -2.719594, 0.887900], [-2.739021, -1.991968, -0.308229], [-2.343181, -2.725006, -1.453803], [-0.916439, -2.969424, 0.970953], [-3.176088, -4.041590, 1.041705], [-3.959557, -0.477153, -1.729316], [-5.680224, -2.538084, 0.361250], [-4.884423, -3.182574, -1.121012], [-6.070684, -1.808769, -1.156871], [-3.639911, 0.407917, 0.716955], [-5.347695, -0.058689, 0.713100], [-4.929061, -1.880349, 2.379500], [-4.361479, -0.504329, 2.896516], [-2.492869, -2.234990, 3.029361], [-2.098214, -0.894278, 1.981862], [-0.683124, -3.034777, 2.036058], [-0.611136, -3.898421, 0.491812], [-0.382205, -2.093228, 0.601601], [-2.581141, -4.812665, 1.536246], [-4.041307, -3.969932, 1.702595], [-3.465323, -4.443356, 0.071542], [-3.972668, -1.043483, -2.660886], [-3.068510, 0.151332, -1.798126], [-4.786221, 0.233995, -1.700544], [-1.930476, -2.065927, -2.022522], [0.666685, 1.272425, 1.052865], [-0.279191, 2.426895, 0.611509], [-1.449585, 2.524000, 1.617582], [-2.293829, 3.790952, 1.601851], [-1.312156, 4.973264, 1.628193], [-0.194182, 4.999772, 0.530332], [0.478241, 3.689852, 0.503651], [1.505139, 3.629589, -0.464074], [-0.871860, 5.346093, -0.788903], [0.777190, 6.117994, 0.946484], [-0.922224, 1.983337, -0.739951], [1.584085, 1.145000, 0.480551], [0.143651, 0.322472, 1.162060], [1.045625, 1.530753, 2.045806], [-2.001287, 1.593699, 1.458440], [-1.077756, 2.321065, 2.626753], [-3.040544, 3.920272, 2.384992], [-2.884719, 3.849324, 0.684211], [-0.832333, 4.957881, 2.610861], [-1.776305, 5.959792, 1.586852], [-1.821416, 4.834911, -0.952244], [-1.239289, 6.376924, -0.782116], [-0.205646, 5.278143, -1.648669], [1.409346, 5.729531, 1.743258], [1.228498, 6.546712, 0.052002], [0.202830, 6.949825, 1.358995], [-1.768479, 2.593574, -1.056701], [-1.222333, 0.936668, -0.672106], [-0.205355, 2.057891, -1.559898], [2.185982, 3.174029, 0.042862]],
  "atomic_forces_ev_per_a": [[-0.42, -0.31, -0.98], [-0.29, 0.27, -0.26], [0.62, -0.04, 0.40], [0.24, 0.02, -0.03], [-0.26, 0.01, 0.57], [0.14, 0.11, 0.30], [0.07, 0.66, 1.27], [0.40, -0.33, -0.58], [-0.10, -0.01, 0.03], [-0.14, -0.17, -0.83], [0.12, -0.18, 0.43], [-0.33, -0.10, -0.12], [-0.41, -0.33, -1.26], [-0.49, 0.58, 0.17], [-0.55, 0.46, 0.49], [0.53, -0.39, 0.75], [0.37, -0.23, 0.04], [0.47, -0.21, -0.15], [0.26, -0.29, 0.40], [-0.06, 0.29, -0.38], [-0.35, 0.21, -0.05], [0.24, -0.03, -0.17], [-0.21, -0.08, -0.02], [-0.11, 0.01, 0.10], [0.26, -0.49, 0.24], [0.22, 0.06, -0.29], [-0.04, 0.56, -0.03], [-0.22, 0.03, -0.21], [0.12, 0.02, 0.16], [-0.25, -0.15, 0.02], [-0.40, 0.50, 0.85], [0.25, -0.14, 0.15], [-0.02, -0.18, -0.10], [0.02, 0.05, -0.36], [0.03, 0.10, -0.10], [0.02, -0.32, -0.45], [0.32, 0.09, -0.10], [-0.12, 0.05, 0.01], [-0.08, -0.14, 0.07], [0.65, -0.16, 0.06], [-1.28, 0.79, -0.36], [0.17, -0.63, 1.18], [-0.87, 0.51, 0.26], [0.78, -0.09, -0.37], [-0.60, 0.14, 1.35], [0.69, 1.04, 0.00], [-0.42, -0.43, 0.03], [-0.01, 0.25, 0.35], [-0.08, -0.62, 0.38], [0.10, 0.36, -0.20], [0.20, -0.33, 0.01], [-0.60, -0.15, -0.14], [0.18, -0.05, -0.30], [0.00, 0.04, -0.04], [-0.01, 0.04, -0.55], [-0.02, -0.67, -1.06], [0.86, 0.60, -0.06], [-0.14, -0.22, -0.02], [0.30, -0.04, 0.02], [0.17, -0.26, 0.03], [0.07, 0.18, -0.25], [0.12, -0.17, -0.26], [0.33, 0.08, -0.11], [-0.28, 0.27, -0.36], [-0.07, 0.01, 0.05], [-0.31, -0.12, 0.07], [0.20, -0.17, 0.41], [-0.22, -0.20, -0.22], [0.11, 0.08, -0.08], [0.16, 1.03, 1.05], [-0.60, -0.30, -1.52], [0.29, -0.89, 0.96], [0.57, 0.73, -1.28], [0.56, -0.15, 0.32], [-1.07, -0.47, 0.32], [-0.36, 0.00, 1.84], [-0.34, -0.12, -0.06], [-0.55, 0.88, -0.41], [-0.80, -0.18, -0.37], [0.59, 0.23, -0.28], [-0.32, 0.02, -0.51], [-0.12, 0.03, -0.24], [-0.10, 0.00, 0.20], [-0.45, 0.23, -0.28], [0.32, 0.56, 0.17], [0.28, -0.46, 0.35], [0.04, -0.14, -0.17], [0.26, -0.08, 0.03], [-0.38, -0.14, -0.17], [0.36, -0.64, -0.14], [0.40, 0.29, 0.23], [-0.04, -0.34, 0.02], [0.50, 0.21, -0.36], [0.80, -0.32, 0.27], [-0.15, -0.07, 0.11], [-0.15, -0.04, 0.29], [-0.19, 0.01, 0.04], [0.18, -0.04, 0.09], [0.43, 0.11, -0.29]],
  "e_tot_ha": -1739.3005,
  "e_above_lowest_kcal_mol": 62.1,
  "orbital_gap_ha": 0.297,
  "e_lumo_ev": 0.3,
  "fmax_ev_per_a": 1.9
}

Record 3
{
  "formula": "C3H3Br2N",
  "method": "ωB97M-V with the def2-TZVPD basis set",
  "species": ["C", "C", "C", "N", "Br", "Br", "H", "H", "H"],
  "xyz": [[1.057063, -0.031841, -1.688510], [-1.650427, 0.324362, 1.036235], [1.581786, -0.408626, -0.456365], [0.350221, 0.300728, -2.556743], [1.412395, -2.240336, 0.198230], [2.159954, 0.796423, 0.788492], [-2.518435, 0.999916, 1.054822], [-0.631766, 0.772344, 1.239160], [-1.760791, -0.512967, 0.384679]],
  "atomic_forces_ev_per_a": [[-1.31, 0.12, 0.09], [0.65, 1.67, 0.07], [0.00, -1.71, 0.41], [1.02, -0.27, 0.32], [0.09, 1.46, -0.86], [0.28, 0.42, 0.03], [0.55, -0.34, 0.26], [-1.50, -0.78, -0.18], [0.21, -0.57, -0.15]],
  "e_tot_ha": -5318.7322,
  "e_above_lowest_kcal_mol": 90.5,
  "orbital_gap_ha": [0.327, 0.264],
  "e_lumo_ev": [-0.3, -2.0],
  "fmax_ev_per_a": 1.8
}

Record 4
{
  "formula": "C5H6O2",
  "method": "ωB97M-V with the def2-TZVPD basis set",
  "species": ["C", "C", "O", "C", "C", "O", "C", "H", "H", "H", "H", "H", "H"],
  "xyz": [[-0.829576, 0.312516, 1.019976], [-0.564242, -0.827957, 0.035461], [-1.128162, -0.140584, -1.099208], [-0.408779, 1.052469, -0.808187], [1.046932, 0.540445, -0.782960], [1.651656, 0.182029, 0.459469], [0.939295, -0.815825, -0.274405], [-1.897892, 0.429752, 1.212059], [-0.196868, 0.432852, 1.896624], [-1.031600, -1.800377, 0.225283], [-0.802957, 1.450301, 0.287320], [1.725125, 0.869904, -1.564563], [1.497069, -1.685519, -0.606875]],
  "atomic_forces_ev_per_a": [[0.00, -0.12, 0.20], [-0.03, -0.19, 0.14], [-0.03, -0.02, -0.06], [0.17, 0.06, -0.16], [0.06, 0.12, -0.22], [0.03, 0.05, 0.12], [-0.06, -0.18, -0.08], [0.13, 0.02, -0.06], [-0.08, -0.01, -0.12], [0.08, 0.13, -0.02], [-0.05, 0.03, 0.09], [-0.12, -0.04, 0.12], [-0.10, 0.14, 0.06]],
  "e_tot_ha": -344.3652,
  "e_above_lowest_kcal_mol": 148.5,
  "orbital_gap_ha": 0.331,
  "e_lumo_ev": 0.5,
  "fmax_ev_per_a": 0.3
}

Record 5
{
  "formula": "C8H14O",
  "method": "ωB97M-V with the def2-TZVPD basis set",
  "species": ["C", "C", "C", "C", "C", "C", "C", "C", "O", "H", "H", "H", "H", "H", "H", "H", "H", "H", "H", "H", "H", "H", "H"],
  "xyz": [[-0.241185, 0.155326, 0.711877], [-0.267855, 0.575428, -0.582355], [1.660677, -0.444102, 0.376867], [-0.141739, 1.645247, 0.486737], [-0.874928, -0.754558, 1.690200], [2.666920, 0.334992, -0.433932], [-2.202963, 0.521868, -0.921055], [-2.686024, -0.662408, -1.281310], [1.533740, -1.772773, -0.040381], [1.292771, -1.782009, -0.977822], [0.095374, 0.334263, -1.569311], [1.925183, -0.452120, 1.433948], [0.735089, 2.028128, 1.014335], [-0.640224, 2.560174, 0.164876], [-2.810344, 1.422291, -1.034890], [-0.830505, -1.785979, 1.336515], [-1.919017, -0.469971, 1.839801], [-0.362966, -0.687347, 2.654009], [2.423745, 0.322279, -1.501823], [2.724084, 1.375515, -0.109140], [3.668941, -0.102383, -0.335601], [-2.086095, -1.568328, -1.172707], [-3.662677, -0.793533, -1.748839]],
  "atomic_forces_ev_per_a": [[3.85, -1.12, 1.31], [-5.97, 1.03, -2.82], [-1.49, -0.16, 2.28], [1.49, 0.75, -0.24], [-0.25, -0.13, -0.19], [-0.43, 0.42, -0.23], [2.61, 0.09, -0.84], [0.36, 0.18, 0.07], [-0.20, 0.24, -0.12], [0.04, 0.02, 0.14], [0.68, -0.22, 0.20], [0.33, -0.25, -0.07], [0.79, -0.28, -1.02], [-1.69, -0.65, 1.05], [0.32, 0.00, 0.13], [-0.03, 0.03, 0.07], [0.01, -0.06, -0.05], [-0.02, 0.02, -0.09], [-0.05, 0.05, 0.04], [-0.03, -0.06, -0.04], [-0.31, -0.07, 0.15], [-0.01, 0.13, -0.15], [0.00, 0.06, 0.43]],
  "e_tot_ha": -388.2090,
  "e_above_lowest_kcal_mol": 146.2,
  "orbital_gap_ha": 0.319,
  "e_lumo_ev": 0.9,
  "fmax_ev_per_a": 6.7
}